The following is a DFT calculation (ωB97M-V/def2-TZVPD) of a 12-piece molecular cluster, C76H175N11O13 overall in a non-equilibrium geometry.

Summary:
SMILES = CC1(C)CCCC(C)(C)N1O.CC1(C)CCCC(C)(C)N1O.CC1(C)CCCC(C)(C)N1O.CC1(C)CCCC(C)(C)N1O.CC1(C)CCCC(C)(C)N1O.CC1(C)CCCC(C)(C)N1O.COC[C@H](C)N.COC[C@H](C)N.COC[C@H](C)N.COC[C@H](C)N.COC[C@H](C)N.OCCO
HOMO = -7.747 eV
calculated total energy = -124643.267 eV

Last column: Mulliken charge in e.
Cartesian coordinates (Å):
1 C 5.1606 1.1237 3.4223  -1.56
2 C 5.7696 2.3379 2.6653  0.64
3 C 7.2070 2.0254 2.0261  -0.82
4 O 7.7617 3.2578 1.5604  -0.42
5 C 9.1852 3.1759 1.2373  -0.79
6 N 4.8450 2.6296 1.5581  0.27
7 H 5.5565 0.9622 4.4249  0.52
8 H 5.3465 0.1123 3.0607  0.43
9 H 4.0896 1.3262 3.4185  0.13
10 H 5.8839 3.2467 3.2561  0.37
11 H 7.1381 1.2519 1.2613  0.24
12 H 7.7374 1.5136 2.8291  0.61
13 H 9.7658 2.7316 2.0457  0.34
14 H 9.5077 4.2081 1.1006  0.29
15 H 9.4016 2.6867 0.2876  0.28
16 H 4.0642 3.1086 1.9835  -0.54
17 H 5.2591 3.3760 1.0182  0.11
18 C -4.6963 -7.3719 0.2560  -1.09
19 C -6.1290 -6.7569 0.4381  0.30
20 C -6.2073 -5.1760 0.4040  -0.39
21 O -5.3971 -4.8036 1.5310  -0.35
22 C -5.2979 -3.3926 1.7116  -0.27
23 N -6.9303 -7.3519 -0.6472  -0.72
24 H -4.0652 -7.1966 1.1272  0.39
25 H -4.1998 -6.9298 -0.6078  -0.18
26 H -4.6385 -8.4457 0.0780  0.49
27 H -6.4794 -7.1194 1.4046  0.30
28 H -7.2208 -4.7782 0.4546  0.41
29 H -5.7087 -4.7961 -0.4877  0.09
30 H -4.7665 -3.2700 2.6553  0.15
31 H -6.2178 -2.8112 1.6498  0.41
32 H -4.6143 -3.0158 0.9508  -0.11
33 H -7.8593 -6.9640 -0.5658  0.27
34 H -6.6130 -7.1357 -1.5813  0.23
35 C -1.9037 -1.2240 -3.5836  -0.85
36 C -2.4628 -2.6138 -4.0105  0.54
37 C -2.9688 -3.5379 -2.8175  -1.00
38 O -1.8656 -3.7491 -1.9465  0.66
39 C -2.3152 -4.4412 -0.7063  0.34
40 N -3.6094 -2.3718 -4.8925  -0.77
41 H -1.0233 -1.4330 -2.9759  -0.39
42 H -2.5680 -0.5482 -3.0450  0.04
43 H -1.7018 -0.6826 -4.5078  0.67
44 H -1.7130 -3.1369 -4.6041  0.32
45 H -3.4501 -4.4652 -3.1283  0.29
46 H -3.7506 -2.9105 -2.3893  0.26
47 H -1.4339 -4.4979 -0.0675  -0.07
48 H -2.6378 -5.4537 -0.9489  0.01
49 H -3.0842 -3.8126 -0.2572  -0.49
50 H -3.8212 -3.2441 -5.3554  0.28
51 H -3.3802 -1.7626 -5.6649  0.27
52 C 2.7690 -3.3544 4.0165  -1.29
53 C 3.6665 -4.5664 3.8684  0.47
54 C 3.5134 -5.1734 2.4567  -0.43
55 O 2.1617 -5.8061 2.3181  -0.52
56 C 1.6046 -5.8746 0.9861  -0.40
57 N 5.0377 -4.1122 4.1795  -0.69
58 H 1.7475 -3.6033 3.7291  0.24
59 H 3.0707 -2.4858 3.4312  0.18
60 H 2.6659 -3.1483 5.0819  0.52
61 H 3.3069 -5.3258 4.5628  0.26
62 H 4.2852 -5.9417 2.4115  0.26
63 H 3.6568 -4.4431 1.6604  0.17
64 H 0.8802 -6.6722 0.8212  0.18
65 H 2.4015 -5.9261 0.2442  0.39
66 H 1.1724 -4.9043 0.7414  0.10
67 H 5.6055 -4.9461 4.2269  0.25
68 H 5.1361 -3.6665 5.0805  0.25
69 C 6.9302 -1.4191 -3.2054  -1.27
70 C 7.8515 -1.1909 -4.4088  0.39
71 C 7.7140 0.0739 -5.3183  -0.66
72 O 6.3521 0.0235 -5.6777  -0.34
73 C 5.7639 1.3032 -5.9591  0.07
74 N 9.2046 -1.1399 -3.8353  -0.72
75 H 6.9317 -0.6742 -2.4097  0.23
76 H 6.9702 -2.4545 -2.8668  0.34
77 H 5.9045 -1.2356 -3.5252  0.32
78 H 7.7582 -2.0077 -5.1245  0.27
79 H 8.3209 0.1389 -6.2214  0.32
80 H 7.8319 0.9415 -4.6690  0.36
81 H 6.3622 1.8483 -6.6891  0.33
82 H 5.7468 1.8380 -5.0095  -0.37
83 H 4.7327 1.1672 -6.2853  0.29
84 H 9.8504 -1.0956 -4.6106  0.29
85 H 9.2482 -0.2886 -3.2936  0.29
86 C 5.5600 4.6121 -1.7505  0.33
87 C 6.0328 3.1718 -1.9041  0.57
88 O 7.3895 3.0277 -1.4812  -0.69
89 O 5.2333 4.6857 -0.4031  -0.45
90 H 4.6603 4.9452 -2.2680  -0.53
91 H 6.2736 5.4183 -1.9203  0.30
92 H 5.8164 3.1062 -2.9704  -0.35
93 H 5.3661 2.5314 -1.3266  0.06
94 H 7.3493 3.0512 -0.5224  0.38
95 H 4.9701 5.5876 -0.2058  0.17
96 C 2.6794 6.0315 -5.4600  -2.08
97 C 2.2151 4.8995 -4.5562  1.83
98 C 1.9474 5.5253 -3.1515  -2.16
99 C 1.3323 4.5763 -2.1226  0.35
100 C 0.0964 3.8675 -2.7666  0.06
101 C 0.1759 3.3260 -4.2828  2.15
102 N 0.9808 4.2422 -5.0815  0.40
103 O 1.0024 3.9253 -6.4184  -0.50
104 C 0.7864 1.9460 -4.4003  -1.32
105 C -1.3166 3.3039 -4.7109  -2.06
106 C 3.3583 3.8611 -4.4771  -2.19
107 H 2.0716 6.9359 -5.4900  0.44
108 H 2.9166 5.7287 -6.4799  0.42
109 H 3.6038 6.5481 -5.2016  0.40
110 H 2.8239 5.9786 -2.6884  0.42
111 H 1.3273 6.4058 -3.3195  0.47
112 H 1.1004 5.0434 -1.1655  0.56
113 H 2.0978 3.9080 -1.7284  -0.43
114 H -0.8759 4.3342 -2.6087  0.27
115 H -0.0151 3.0398 -2.0662  -0.60
116 H 0.2925 1.2598 -3.7124  -0.07
117 H 0.7009 1.5772 -5.4225  0.57
118 H 1.8495 1.8819 -4.1682  0.07
119 H -1.4138 2.7794 -5.6614  0.55
120 H -1.9490 2.7018 -4.0585  0.15
121 H -1.8748 4.2383 -4.7706  0.41
122 H 4.3104 4.3912 -4.4511  0.63
123 H 3.4238 3.2868 -5.4013  0.63
124 H 3.3851 3.1831 -3.6241  0.14
125 H 0.2163 4.3628 -6.7534  0.37
126 C 1.9053 6.9361 4.9048  -1.89
127 C 1.3915 5.8245 3.9528  1.82
128 C 1.7434 4.5158 4.6832  -1.94
129 C 0.9557 3.2552 4.2183  0.56
130 C -0.5627 3.5328 4.2717  -0.47
131 C -0.9844 4.7894 3.4656  2.02
132 N -0.1092 5.9721 3.8769  0.16
133 O -0.4885 7.1569 3.2053  -0.50
134 C -0.9651 4.6390 1.9323  -0.17
135 C -2.4962 5.0265 3.8248  -1.69
136 C 2.1900 5.7464 2.6059  -1.67
137 H 1.5387 6.7341 5.9112  0.44
138 H 1.4023 7.8612 4.6233  0.40
139 H 2.9919 7.0057 4.9545  0.38
140 H 2.8036 4.3035 4.5448  0.63
141 H 1.5987 4.5258 5.7635  0.41
142 H 1.3668 2.3539 4.6731  0.83
143 H 1.3253 2.9910 3.2274  -1.20
144 H -0.9068 3.3951 5.2968  0.59
145 H -0.9621 2.6711 3.7368  -0.75
146 H -1.5228 5.4539 1.4708  0.54
147 H 0.0473 4.6256 1.5284  -0.25
148 H -1.4074 3.6878 1.6360  -0.60
149 H -2.7201 5.0047 4.8913  0.48
150 H -2.9911 5.9289 3.4661  0.42
151 H -3.0560 4.2079 3.3724  0.09
152 H 1.8515 6.5201 1.9167  0.29
153 H 2.2022 4.7768 2.1081  0.11
154 H 3.2112 6.0399 2.8490  0.59
155 H -1.0058 7.6847 3.8181  0.37
156 C -4.2294 2.5722 6.3110  -1.21
157 C -5.2179 1.3891 6.0801  1.68
158 C -5.6217 1.3125 4.5793  -2.11
159 C -4.4761 0.7641 3.8048  1.43
160 C -4.1384 -0.6607 4.3171  -1.00
161 C -3.7029 -0.6989 5.7840  1.77
162 N -4.6643 0.0794 6.5477  0.17
163 O -4.3000 0.0558 7.8598  -0.49
164 C -3.7546 -2.1264 6.3598  -2.11
165 C -2.1891 -0.1885 5.8058  -1.42
166 C -6.5952 1.6104 6.8248  -1.80
167 H -3.2285 2.3095 5.9682  -0.08
168 H -4.3032 2.8189 7.3701  0.50
169 H -4.5227 3.3866 5.6486  0.36
170 H -6.4794 0.6416 4.5306  0.43
171 H -5.9429 2.2818 4.1978  0.37
172 H -3.6806 1.5088 3.7777  -1.06
173 H -4.6719 0.7157 2.7336  0.15
174 H -3.3474 -1.0448 3.6730  0.45
175 H -5.0735 -1.2102 4.2087  0.26
176 H -4.7492 -2.5665 6.4310  0.42
177 H -3.2036 -2.8054 5.7090  0.46
178 H -3.2420 -2.2330 7.3158  0.42
179 H -1.5349 -0.9366 5.3582  0.47
180 H -2.0758 0.8168 5.4000  -0.10
181 H -1.7423 -0.1402 6.7989  0.42
182 H -6.6122 1.5505 7.9130  0.41
183 H -7.4332 1.0638 6.3921  0.39
184 H -6.7654 2.6789 6.6932  0.40
185 H -4.9217 -0.5825 8.2171  0.39
186 C -4.0326 1.3953 -1.8307  -2.33
187 C -4.5799 2.6165 -1.1127  2.50
188 C -4.4565 3.7789 -2.1222  -0.73
189 C -5.2963 4.9643 -1.8280  -1.08
190 C -6.7768 4.6491 -1.5228  -1.26
191 C -6.8425 3.5366 -0.4266  1.13
192 N -5.9794 2.3636 -0.7670  0.48
193 O -6.2929 1.2094 -0.0433  -0.34
194 C -6.5256 4.1064 1.0587  -1.25
195 C -8.3423 3.1599 -0.5092  -1.84
196 C -3.6880 2.8285 0.1683  -0.09
197 H -2.9656 1.4957 -2.0298  -0.12
198 H -4.6365 1.2379 -2.7243  0.88
199 H -3.9679 0.4868 -1.2318  0.49
200 H -3.4061 4.0699 -2.1189  -0.26
201 H -4.6440 3.2862 -3.0763  0.73
202 H -5.1382 5.7579 -2.5583  0.53
203 H -4.8600 5.3637 -0.9124  0.24
204 H -7.1101 4.2903 -2.4966  0.33
205 H -7.2801 5.5681 -1.2224  0.55
206 H -7.3516 4.7777 1.2937  0.57
207 H -6.6331 3.2377 1.7082  0.16
208 H -5.5335 4.5304 1.2136  0.12
209 H -8.5004 2.5316 -1.3858  0.46
210 H -8.5857 2.4770 0.3047  0.38
211 H -9.0288 4.0031 -0.5856  0.39
212 H -4.2370 2.5840 1.0777  -0.04
213 H -3.5528 3.8932 0.3586  0.09
214 H -2.6763 2.4283 0.1018  -0.75
215 H -6.6579 0.6246 -0.7114  0.31
216 C 2.3200 -1.0322 -1.9774  -2.23
217 C 1.9206 -0.5378 -0.5118  2.09
218 C 1.9408 1.0355 -0.6324  -0.21
219 C 1.2465 1.8757 0.4762  1.36
220 C -0.1044 1.1714 0.7609  0.86
221 C -0.1868 -0.4230 0.8464  1.95
222 N 0.6297 -1.0565 -0.2151  0.47
223 O 0.4353 -2.3783 -0.3756  1.38
224 C 0.2285 -0.9683 2.2526  -1.41
225 C -1.6710 -0.8526 0.6904  -1.06
226 C 3.0322 -1.0022 0.4837  -1.15
227 H 1.6828 -0.8903 -2.8503  0.08
228 H 2.4865 -2.1062 -1.8948  0.50
229 H 3.3018 -0.6331 -2.2320  0.55
230 H 2.9541 1.4339 -0.5823  -0.42
231 H 1.5870 1.3122 -1.6256  -0.73
232 H 1.1609 2.9167 0.1650  -0.65
233 H 1.8294 1.7958 1.3938  -0.45
234 H -0.7566 1.5345 -0.0334  -1.06
235 H -0.5052 1.6362 1.6617  -0.23
236 H 0.2237 -2.0583 2.2513  0.22
237 H 1.2446 -0.7625 2.5892  0.28
238 H -0.3894 -0.6083 3.0751  -0.11
239 H -1.9057 -0.9035 -0.3728  -0.41
240 H -1.9039 -1.8911 0.9259  0.49
241 H -2.4164 -0.2246 1.1783  0.03
242 H 3.9875 -0.9341 -0.0366  0.71
243 H 2.8093 -1.9785 0.9140  -0.09
244 H 3.0221 -0.3107 1.3263  -0.27
245 H 0.0005 -2.4275 -1.2301  -0.42
246 C 1.2245 -4.7670 -3.3066  -2.09
247 C 1.1872 -6.3036 -3.5146  2.04
248 C 2.4032 -6.9842 -2.8391  -0.43
249 C 2.4457 -8.5193 -2.7420  -0.86
250 C 1.1966 -8.9918 -1.9990  -1.47
251 C -0.1154 -8.3288 -2.4898  1.70
252 N 0.0427 -6.8548 -2.7644  1.05
253 O -1.1909 -6.3178 -3.0343  -0.54
254 C -0.4715 -9.1142 -3.7700  -1.78
255 C -1.1461 -8.4870 -1.3682  -2.17
256 C 1.1781 -6.6680 -5.0021  -1.72
257 H 1.0273 -4.4805 -2.2736  0.04
258 H 2.0815 -4.1614 -3.6013  0.69
259 H 0.4368 -4.2271 -3.8320  0.16
260 H 3.3215 -6.6706 -3.3356  0.54
261 H 2.3672 -6.7456 -1.7762  -0.50
262 H 2.4248 -9.0099 -3.7151  0.36
263 H 3.4044 -8.7676 -2.2865  0.48
264 H 1.2686 -8.7941 -0.9295  0.51
265 H 1.0339 -10.0695 -2.0117  0.48
266 H -0.9324 -10.0882 -3.6057  0.49
267 H 0.4072 -9.5003 -4.2866  0.38
268 H -1.0289 -8.5125 -4.4879  0.20
269 H -1.0501 -8.0316 -0.3825  0.21
270 H -1.1255 -9.5537 -1.1452  0.52
271 H -2.1509 -8.2036 -1.6815  0.46
272 H 1.9316 -6.1383 -5.5850  0.43
273 H 1.4947 -7.7077 -5.0852  0.34
274 H 0.2245 -6.6312 -5.5289  0.26
275 H -1.4470 -5.8613 -2.2296  0.07